[1]
13
Properties=species:S:1:pos:R:3:nbo_charge:R:1 method="wB97M-V/def2-TZVPD" molar_mass_g_mol=98.10 fmax_ev_per_a=0.7 e_homo_ev=-9.686 relative_energy_ev=3.3351 e_lumo_ev=1.0 orbital_gap_ev=10.73
C -0.77 0.29 1.04 -0.422
C -0.53 -0.96 0.16 0.050
O -1.16 -0.24 -0.94 -0.514
C -0.48 0.92 -0.32 0.045
C 1.01 0.58 -0.55 0.009
O 1.75 -0.07 0.50 -0.470
C 0.92 -0.85 -0.34 0.032
H -1.82 0.37 1.31 0.225
H -0.11 0.51 1.88 0.225
H -0.92 -1.95 0.40 0.204
H -0.86 1.85 -0.73 0.208
H 1.65 1.05 -1.29 0.205
H 1.30 -1.50 -1.12 0.204

---

[2]
13
Properties=species:S:1:pos:R:3:nbo_charge:R:1 method="wB97M-V/def2-TZVPD" molar_mass_g_mol=98.10 fmax_ev_per_a=0.9 e_homo_ev=-9.597 smiles="O=CCC#CCO" relative_energy_ev=3.1317 e_lumo_ev=0.8 orbital_gap_ev=10.42
O -0.59 -2.45 0.57 -0.691
C -1.23 -1.56 -0.32 -0.140
C -0.84 -0.17 -0.14 -0.019
C -0.49 0.95 0.15 0.002
C 0.55 1.97 -0.01 -0.556
C 1.61 0.87 -0.04 0.441
O 2.04 0.44 1.01 -0.535
H -0.69 -2.10 1.47 0.474
H -2.32 -1.59 -0.24 0.193
H -0.95 -1.91 -1.32 0.212
H 0.79 2.65 0.81 0.249
H 0.32 2.53 -0.92 0.243
H 1.81 0.38 -1.01 0.128

---

[3]
13
Properties=species:S:1:pos:R:3:nbo_charge:R:1 method="wB97M-V/def2-TZVPD" molar_mass_g_mol=98.10 fmax_ev_per_a=1.2 e_homo_ev=-9.985 smiles="C#C[C@H](C=O)CO" relative_energy_ev=3.0090 e_lumo_ev=0.8 orbital_gap_ev=10.77
O 0.79 -1.50 1.14 -0.707
C 1.17 -0.25 0.63 -0.031
C 0.37 0.20 -0.65 -0.442
C -0.51 -0.87 -1.27 0.447
O -1.63 -1.01 -0.85 -0.500
C -0.64 1.15 -0.15 0.009
C -1.43 1.84 0.44 -0.243
H -0.09 -1.41 1.53 0.478
H 1.00 0.55 1.37 0.186
H 2.24 -0.29 0.44 0.184
H 1.09 0.61 -1.38 0.244
H -0.19 -1.46 -2.15 0.134
H -2.17 2.45 0.90 0.240

---

[4]
13
Properties=species:S:1:pos:R:3:nbo_charge:R:1 method="wB97M-V/def2-TZVPD" molar_mass_g_mol=98.10 fmax_ev_per_a=0.5 e_homo_ev=-9.479 relative_energy_ev=3.7219 e_lumo_ev=0.8 orbital_gap_ev=10.31
O 1.05 0.52 1.58 -0.708
C 0.20 1.18 0.66 -0.112
C 0.60 0.96 -0.78 -0.278
C 0.64 -0.18 -1.47 0.131
O 0.25 -1.45 -1.05 -0.481
C -0.75 -1.56 -0.21 0.301
C -1.67 -1.74 0.54 -0.376
H 0.82 -0.41 1.57 0.471
H -0.85 0.90 0.83 0.190
H 0.29 2.25 0.88 0.190
H 0.98 1.82 -1.33 0.223
H 1.05 -0.26 -2.47 0.201
H -2.51 -1.89 1.18 0.249

---

[5]
13
Properties=species:S:1:pos:R:3:nbo_charge:R:1 method="wB97M-V/def2-TZVPD" molar_mass_g_mol=98.10 fmax_ev_per_a=0.5 e_homo_ev=-8.981 relative_energy_ev=5.1887 e_lumo_ev=0.8 orbital_gap_ev=9.79
O 2.30 -1.16 1.84 -0.960
C -0.14 -0.22 0.36 -0.240
C -0.08 1.30 -0.04 0.036
O 0.45 1.12 -1.34 -0.479
C -0.01 -0.22 -1.21 0.032
C -1.42 -0.23 -0.84 -0.153
C -1.48 0.87 0.00 -0.149
H 2.65 -1.62 1.08 0.458
H 1.36 -1.03 1.62 0.490
H 0.31 2.11 0.57 0.232
H 0.46 -1.00 -1.81 0.227
H -2.15 -1.03 -0.94 0.253
H -2.25 1.12 0.72 0.253

---

[6]
13
Properties=species:S:1:pos:R:3:nbo_charge:R:1 method="wB97M-V/def2-TZVPD" molar_mass_g_mol=98.10 fmax_ev_per_a=0.5 e_homo_ev="-8.515 / -8.515" relative_energy_ev=4.3104 e_lumo_ev="0.3 / 0.3" orbital_gap_ev="8.78 / 8.78"
O 1.17 1.96 0.86 -0.508
C 0.69 0.95 0.40 0.551
C 1.57 -0.17 -0.17 -0.184
O 0.71 -1.16 -0.71 -0.505
C -0.27 -0.57 -1.39 0.066
C -1.51 -0.26 0.80 -0.365
C -0.80 0.76 0.27 -0.293
H 2.18 -0.63 0.61 0.221
H 2.22 0.26 -0.94 0.226
H -1.03 -1.37 -1.54 0.124
H -1.03 -1.13 1.24 0.205
H -2.59 -0.23 0.83 0.215
H -1.32 1.63 -0.11 0.246

---

[7]
13
Properties=species:S:1:pos:R:3:nbo_charge:R:1 method="wB97M-V/def2-TZVPD" molar_mass_g_mol=98.10 fmax_ev_per_a=5.3 e_homo_ev=-8.939 smiles="O=C1[C@@H]2CO[C@H]1C2" relative_energy_ev=3.8149 e_lumo_ev=0.9 orbital_gap_ev=9.80
C 1.19 -0.17 -0.34 0.598
C 0.10 -0.40 0.88 -0.339
C -0.83 -1.12 -0.10 -0.099
C 0.01 0.77 -0.91 -0.045
C -0.15 1.18 0.48 -0.429
H 0.53 -0.76 1.92 0.257
H -1.90 -1.43 0.30 0.179
H -0.27 -2.06 -0.21 0.175
H 0.01 1.45 -1.85 0.233
H -1.01 1.62 1.00 0.249
H 1.00 1.64 0.53 0.226
O 2.31 -0.47 -0.53 -0.498
O -0.99 -0.25 -1.17 -0.507

---

[8]
13
Properties=species:S:1:pos:R:3:nbo_charge:R:1 method="wB97M-V/def2-TZVPD" molar_mass_g_mol=98.10 fmax_ev_per_a=3.2 e_homo_ev=-9.641 relative_energy_ev=4.1730 e_lumo_ev=1.0 orbital_gap_ev=10.67
C -0.77 0.26 1.02 -0.426
C -0.53 -0.89 0.04 0.034
O -1.12 -0.05 -1.02 -0.513
C -0.46 1.02 -0.28 0.042
C 1.02 0.72 -0.54 -0.019
O 1.72 0.09 0.50 -0.461
C 0.96 -0.81 -0.27 0.042
H -1.82 0.34 1.28 0.226
H -0.11 0.37 1.89 0.226
H -0.99 -1.88 0.12 0.207
H -0.85 2.01 -0.51 0.210
H 1.41 0.47 -1.54 0.226
H 1.53 -1.65 -0.69 0.206

---

[9]
13
Properties=species:S:1:pos:R:3:nbo_charge:R:1 method="wB97M-V/def2-TZVPD" molar_mass_g_mol=98.10 fmax_ev_per_a=5.2 e_homo_ev=-9.484 smiles="C=C=CC.O=C=O" relative_energy_ev=1.4859 e_lumo_ev=0.7 orbital_gap_ev=10.19
C 0.34 -0.92 0.20 0.089
C -2.35 0.12 -0.37 1.033
C 0.31 -1.83 -0.68 -0.480
C 0.40 0.17 0.94 -0.296
C 1.25 1.32 0.36 -0.627
O -2.71 -0.40 0.57 -0.509
O -2.02 0.70 -1.32 -0.526
H 0.87 -2.67 -0.67 0.214
H -0.45 -1.71 -1.58 0.215
H -0.19 0.27 1.88 0.238
H 2.29 1.18 0.57 0.216
H 1.12 2.33 0.77 0.216
H 1.14 1.45 -0.66 0.218

---

[10]
13
Properties=species:S:1:pos:R:3:nbo_charge:R:1 method="wB97M-V/def2-TZVPD" molar_mass_g_mol=98.10 fmax_ev_per_a=0.5 e_homo_ev=-10.562 smiles="C#CC(=O)[C@@H](C)O" relative_energy_ev=2.1469 e_lumo_ev=0.0 orbital_gap_ev=10.54
C 0.78 0.42 -1.13 -0.623
C 0.61 0.62 0.38 0.013
O 0.66 1.98 0.70 -0.707
C -0.72 0.04 0.86 0.500
O -1.47 0.70 1.55 -0.509
C -1.03 -1.31 0.43 -0.137
C -1.21 -2.41 -0.03 -0.123
H 1.59 1.05 -1.48 0.233
H -0.13 0.70 -1.66 0.213
H 1.00 -0.62 -1.37 0.218
H 1.40 0.07 0.91 0.186
H -0.12 2.15 1.26 0.490
H -1.36 -3.38 -0.44 0.243

---

[11]
13
Properties=species:S:1:pos:R:3:nbo_charge:R:1 method="wB97M-V/def2-TZVPD" molar_mass_g_mol=98.10 fmax_ev_per_a=1.3 e_homo_ev=-10.056 smiles="C#C[C@H](C=O)CO" relative_energy_ev=2.9275 e_lumo_ev=0.3 orbital_gap_ev=10.34
O -2.20 -0.02 0.26 -0.694
C -0.96 -0.61 0.58 -0.045
C 0.06 -0.12 -0.44 -0.409
C -0.09 1.48 -0.41 0.410
O 0.06 2.11 0.61 -0.479
C 1.41 -0.62 -0.17 -0.024
C 2.50 -1.09 0.05 -0.205
H -1.98 0.88 -0.05 0.454
H -0.62 -0.37 1.60 0.183
H -1.05 -1.70 0.51 0.193
H -0.26 -0.47 -1.43 0.241
H -0.36 2.02 -1.35 0.133
H 3.48 -1.49 0.25 0.242

---

[12]
13
Properties=species:S:1:pos:R:3:nbo_charge:R:1 method="wB97M-V/def2-TZVPD" molar_mass_g_mol=98.10 fmax_ev_per_a=2.4 e_homo_ev=-9.364 smiles=C1[C@@H]2O[C@@H]3[C@H]1[C@@H]3O2 relative_energy_ev=2.0669 e_lumo_ev=1.0 orbital_gap_ev=10.38
C 1.02 0.19 -0.75 -0.443
C 0.84 0.45 0.76 0.320
C -0.73 -0.98 0.50 0.030
C -0.44 -0.37 -0.84 -0.300
C -1.22 0.44 0.16 0.038
H 1.16 1.18 -1.26 0.221
H 1.84 -0.49 -1.14 0.233
H 1.65 0.85 1.45 0.209
H -1.24 -1.90 0.64 0.219
H -0.81 -0.71 -1.74 0.231
H -2.20 0.91 0.12 0.227
O 0.47 -0.83 1.25 -0.494
O -0.33 1.26 0.87 -0.490

---

[13]
14
Properties=species:S:1:pos:R:3:nbo_charge:R:1 method="wB97M-V/def2-TZVPD" molar_mass_g_mol=130.17 fmax_ev_per_a=1.4 e_homo_ev=-8.808 smiles="O=C1C[C@@H](O)CC1=S" relative_energy_ev=0.6388 e_lumo_ev=-1.1 orbital_gap_ev=7.70
C 0.90 -0.46 -0.07 0.104
C -0.43 -1.16 -0.39 -0.499
C -1.49 -0.20 0.05 -0.193
C -0.84 1.19 0.15 0.525
C 0.61 1.03 -0.30 -0.547
H 1.91 -0.21 1.60 0.476
H 1.74 -0.83 -0.69 0.176
H -0.53 -1.27 -1.49 0.240
H -0.50 -2.10 0.09 0.254
H 1.27 1.74 0.22 0.241
H 0.64 1.27 -1.37 0.242
O 1.13 -0.71 1.30 -0.717
O -1.38 2.20 0.50 -0.473
S -3.03 -0.49 0.39 0.170

---

[14]
14
Properties=species:S:1:pos:R:3:nbo_charge:R:1 method="wB97M-V/def2-TZVPD" molar_mass_g_mol=114.10 fmax_ev_per_a=5.2 e_homo_ev="-8.703 / -8.702" smiles="C=C=C=O.COC=O" relative_energy_ev=5.0024 e_lumo_ev="-1.0 / -1.0" orbital_gap_ev="7.69 / 7.69"
C -2.71 0.23 0.25 -0.264
C 2.00 -0.82 -0.37 0.559
C 2.19 0.50 -0.22 -0.249
C -0.79 -1.24 -0.16 0.618
C 2.86 1.58 0.11 -0.277
O -1.33 0.09 -0.09 -0.572
O 2.61 -1.84 -0.48 -0.432
O -1.05 -2.08 0.68 -0.504
H -0.77 -1.46 -1.25 0.152
H -3.32 0.42 -0.63 0.177
H -3.24 -0.59 0.73 0.195
H -2.80 1.08 0.93 0.194
H 2.68 2.17 1.00 0.200
H 3.67 1.96 -0.50 0.203

---

[15]
14
Properties=species:S:1:pos:R:3:nbo_charge:R:1 method="wB97M-V/def2-TZVPD" molar_mass_g_mol=114.10 fmax_ev_per_a=3.8 e_homo_ev=-8.505 relative_energy_ev=3.3405 e_lumo_ev=-0.4 orbital_gap_ev=8.06
C 0.97 -0.10 -0.07 -0.538
C 0.72 -1.36 0.75 -0.599
C 0.86 1.11 0.54 0.844
C -1.53 0.86 -0.03 0.326
C -0.57 0.23 -1.25 0.244
O 0.92 2.17 0.97 -0.373
O -2.17 0.17 0.72 -0.526
O -0.36 0.97 -2.21 -0.645
H 1.77 -0.17 -0.81 0.304
H -1.63 1.96 -0.10 0.120
H -0.95 -0.80 -1.36 0.148
H 0.44 -2.17 0.08 0.230
H -0.09 -1.21 1.46 0.241
H 1.61 -1.65 1.30 0.222

---

[16]
14
Properties=species:S:1:pos:R:3:nbo_charge:R:1 method="wB97M-V/def2-TZVPD" molar_mass_g_mol=114.10 fmax_ev_per_a=9.2 e_homo_ev=-9.219 relative_energy_ev=6.2240 e_lumo_ev=-1.2 orbital_gap_ev=8.04
C 1.30 0.14 0.54 -0.031
C 0.75 1.17 -0.43 -0.189
C -0.51 1.25 -0.28 -0.145
C -1.14 -0.04 0.39 -0.071
C 0.04 -0.92 0.37 0.606
H 1.25 -1.40 -0.85 0.511
H 1.72 0.48 1.58 0.232
H 1.36 1.88 -0.77 0.226
H -1.39 1.69 -1.06 0.238
H -1.48 0.33 1.50 0.209
H -2.12 -1.46 -0.17 0.486
O 2.34 -0.60 -0.24 -0.800
O -2.30 -0.48 -0.22 -0.682
O 0.18 -2.03 -0.37 -0.590

---

[17]
15
Properties=species:S:1:pos:R:3:nbo_charge:R:1 method="wB97M-V/def2-TZVPD" molar_mass_g_mol=130.10 fmax_ev_per_a=9.5 e_homo_ev=-10.220 relative_energy_ev=3.7437 e_lumo_ev=-0.6 orbital_gap_ev=9.64
C -2.02 0.45 0.85 -0.705
C -1.51 -0.48 -0.25 0.506
C -0.04 -0.98 -0.13 -0.320
C 0.90 -0.10 -0.29 0.201
C 2.40 -0.45 -0.15 0.730
H -2.34 -0.05 1.62 0.239
H -1.29 1.04 1.30 0.233
H -2.91 1.00 0.22 0.240
H 0.13 -1.84 0.16 0.230
H -0.41 1.07 -0.83 0.505
H 2.70 1.17 -0.72 0.499
O -2.24 -0.97 -1.13 -0.487
O 0.73 1.23 -0.58 -0.688
O 3.24 0.52 -0.31 -0.608
O 2.64 -1.62 0.24 -0.574

---

[18]
13
Properties=species:S:1:pos:R:3:nbo_charge:R:1 method="wB97M-V/def2-TZVPD" molar_mass_g_mol=114.17 fmax_ev_per_a=4.1 e_homo_ev=-9.657 smiles="C#C[C@@](C)(S)C=O" relative_energy_ev=2.3943 e_lumo_ev=0.3 orbital_gap_ev=9.98
C 1.05 0.08 1.11 -0.624
C -0.11 -0.11 0.22 -0.304
C -0.04 -1.45 -0.48 0.425
C -0.16 0.89 -0.91 -0.026
C -0.28 1.77 -1.74 -0.210
H 1.12 -0.85 1.69 0.244
H 0.90 0.90 1.85 0.231
H 1.99 0.22 0.51 0.239
H -2.53 0.03 0.35 0.135
H -0.63 -1.65 -1.32 0.140
H -0.46 2.51 -2.47 0.243
O 0.76 -2.31 -0.14 -0.509
S -1.61 -0.03 1.32 0.016

---

[19]
14
Properties=species:S:1:pos:R:3:nbo_charge:R:1 method="wB97M-V/def2-TZVPD" molar_mass_g_mol=146.24 fmax_ev_per_a=6.2 e_homo_ev=-9.161 smiles="O=C(CC=S)CC=S" relative_energy_ev=3.9336 e_lumo_ev=-1.3 orbital_gap_ev=7.83
C 1.68 -0.96 -0.46 -0.256
C 0.72 -0.01 -1.18 -0.636
C -0.99 0.01 -0.78 0.672
C -1.20 0.00 0.74 -0.655
C -0.45 0.98 1.44 -0.199
H 1.38 -2.15 -0.46 0.214
H 0.58 -0.58 -2.21 0.273
H 1.04 1.10 -1.27 0.267
H -2.38 0.07 0.72 0.272
H -1.09 -1.04 1.31 0.273
H 0.54 0.72 1.71 0.208
O -1.86 0.08 -1.67 -0.493
S 3.20 -0.76 0.34 0.017
S -1.16 2.52 1.78 0.044

---

[20]
12
Properties=species:S:1:pos:R:3:nbo_charge:R:1 method="wB97M-V/def2-TZVPD" molar_mass_g_mol=98.17 fmax_ev_per_a=4.2 e_homo_ev=-8.902 smiles=C#CC[C@@H]1CS1 relative_energy_ev=1.9477 e_lumo_ev=1.0 orbital_gap_ev=9.89
C -2.62 0.65 -0.36 -0.239
C -1.46 0.47 -0.68 0.001
C -0.04 0.35 -1.01 -0.472
C 0.60 -0.63 0.06 -0.291
C 1.31 -0.24 1.25 -0.476
H -3.53 0.63 0.12 0.228
H 0.15 -0.07 -2.00 0.243
H 0.46 1.23 -0.97 0.231
H 0.01 -1.55 0.15 0.228
H 1.41 0.86 1.30 0.220
H 1.34 -0.77 2.22 0.243
S 2.36 -0.92 -0.07 0.085